{"formula": "C29H52BFN3O16PS", "method": "ωB97M-V/def2-TZVPD", "e_homo_ev": -9.05, "total_energy_ev": -91668.255, "species": ["C", "C", "B", "O", "C", "C", "C", "C", "O", "C", "P", "N", "O", "O", "C", "C", "C", "C", "F", "C", "N", "S", "N", "C", "H", "H", "H", "H", "H", "H", "H", "H", "H", "H", "H", "H", "H", "H", "H", "H", "H", "H", "H", "H", "C", "C", "O", "C", "O", "O", "C", "H", "H", "H", "H", "H", "H", "H", "H", "C", "C", "O", "C", "O", "O", "C", "H", "H", "H", "H", "H", "H", "H", "H", "C", "C", "O", "C", "O", "O", "C", "H", "H", "H", "H", "H", "H", "H", "H", "C", "C", "O", "C", "O", "O", "C", "H", "H", "H", "H", "H", "H", "H", "H"], "xyz": [[4.98362, 2.62103, 1.73536], [3.73434, 3.20280, 2.42665], [2.66060, 2.08874, 2.71268], [2.92898, 1.06056, 3.56854], [1.24499, 2.14178, 2.00457], [0.74721, 1.21512, 1.14324], [1.59634, -0.00730, 0.86856], [1.25224, -1.25825, 1.70150], [2.12237, -1.36610, 2.82497], [-0.57830, 1.39967, 0.49431], [-1.24621, 0.22883, -0.72982], [-2.58432, 0.60312, -1.40989], [-1.33720, -1.16064, 0.04970], [-0.09394, -0.03932, -1.83896], [-1.35962, 2.48419, 0.80213], [-2.73413, 2.77683, 0.27123], [-3.81761, 1.95371, 0.98531], [-4.41703, 2.64324, 2.20317], [-3.25802, 0.74596, 1.44302], [-0.83083, 3.43725, 1.71640], [-1.44663, 4.56133, 2.11450], [-0.45807, 5.29486, 3.11892], [0.77875, 4.28115, 3.11874], [0.44801, 3.27894, 2.28972], [4.69884, 2.08241, 0.83145], [5.53692, 1.95671, 2.39654], [5.64143, 3.43185, 1.43251], [4.02335, 3.66306, 3.37216], [3.32764, 3.99067, 1.79524], [3.84193, 0.75734, 3.53753], [2.64051, 0.19023, 1.10530], [1.58963, -0.25401, -0.18393], [1.44667, -2.15117, 1.10690], [0.22437, -1.22400, 2.04371], [1.65993, -1.05097, 3.60474], [-2.46812, 0.65441, -2.41448], [-0.75812, -1.83626, -0.32569], [0.59215, 0.63703, -1.79965], [-2.77122, 2.62173, -0.79819], [-2.94335, 3.82441, 0.46404], [-4.59198, 1.66068, 0.28137], [-5.46193, 2.37744, 2.33425], [-4.36323, 3.72552, 2.11359], [-3.84214, 2.35130, 3.07868], [-0.73023, -4.93666, 2.77798], [-0.24126, -4.71519, 1.36433], [1.19154, -4.75724, 1.27031], [1.72569, -5.97514, 1.25805], [1.12482, -7.01811, 1.28408], [3.05102, -5.84532, 1.19688], [3.76800, -7.08180, 1.22470], [-0.25533, -4.22909, 3.45895], [-1.81056, -4.80129, 2.82488], [-0.49287, -5.94382, 3.11775], [-0.51387, -3.71606, 1.02808], [-0.67621, -5.43005, 0.66692], [3.40465, -7.75875, 0.45498], [3.67490, -7.55125, 2.20252], [4.80666, -6.82866, 1.03558], [8.59453, 8.01195, 2.54725], [8.35777, 7.33902, 3.88133], [7.07227, 7.67288, 4.42965], [6.04031, 7.01948, 3.90183], [6.09623, 6.17224, 3.04737], [4.92743, 7.45504, 4.49059], [3.72868, 6.86785, 3.97745], [8.45487, 9.08983, 2.63567], [9.61069, 7.81663, 2.20495], [7.90020, 7.64055, 1.79511], [9.07389, 7.69069, 4.62107], [8.45252, 6.25628, 3.80631], [3.79319, 5.78382, 3.99247], [3.54279, 7.21238, 2.96117], [2.92157, 7.19309, 4.62704], [-1.92788, -2.53700, -4.77364], [-0.87844, -2.58511, -3.68611], [-1.00589, -3.75172, -2.85197], [-0.52465, -4.88761, -3.35007], [0.01460, -5.03104, -4.41537], [-0.71185, -5.83765, -2.43383], [-0.27159, -7.14308, -2.81850], [-2.92683, -2.62374, -4.34396], [-1.85963, -1.59210, -5.31340], [-1.79316, -3.35034, -5.48547], [-0.99360, -1.76291, -2.98792], [0.13039, -2.53907, -4.09712], [0.76030, -7.11810, -3.16109], [-0.91346, -7.54238, -3.60193], [-0.35066, -7.75806, -1.92701], [-7.79672, -1.74882, -7.67817], [-7.99328, -2.84181, -6.65058], [-7.01199, -2.77685, -5.60440], [-7.23030, -1.84567, -4.67575], [-8.17246, -1.09790, -4.62987], [-6.22850, -1.89190, -3.80156], [-6.29595, -0.90834, -2.76281], [-6.77903, -1.77444, -8.06940], [-8.49418, -1.88239, -8.50512], [-7.96684, -0.76710, -7.23897], [-7.85294, -3.82202, -7.10180], [-8.99231, -2.80830, -6.21726], [-7.25655, -0.94421, -2.25423], [-6.12986, 0.08537, -3.17500], [-5.49949, -1.14490, -2.06350]], "forces_ev_per_angstrom": [[-0.3, 0.3, 0.0], [0.1, -0.3, -0.3], [0.1, 0.2, 0.0], [-0.2, -0.1, -0.4], [0.3, 0.2, 0.7], [-0.5, -0.3, -0.5], [-0.1, -0.1, 0.1], [0.5, 0.1, 0.3], [-0.2, -0.5, -0.1], [0.6, -0.2, 0.2], [-0.8, 0.1, -0.4], [0.3, -0.2, -0.1], [0.5, -0.2, 0.2], [0.5, 0.2, 0.4], [-0.2, 0.2, -0.3], [-0.1, 0.4, 0.2], [-0.1, 0.0, 0.2], [0.1, 0.1, -0.2], [-0.1, -0.1, -0.1], [-0.1, 0.2, 0.1], [-0.3, -0.1, -0.1], [0.1, 0.1, 0.1], [0.2, 0.0, 0.1], [-0.1, 0.2, 0.1], [0.1, -0.2, 0.0], [0.1, -0.1, 0.0], [0.2, 0.0, 0.0], [0.1, 0.1, 0.1], [-0.1, 0.1, 0.0], [0.1, 0.2, 0.4], [0.0, 0.2, 0.0], [-0.1, -0.2, -0.3], [-0.2, -0.1, -0.1], [-0.3, -0.2, -0.2], [0.1, 0.2, 0.0], [-0.2, 0.0, -0.1], [-0.1, -0.1, 0.0], [0.1, 0.0, -0.2], [0.0, -0.1, 0.1], [0.0, 0.1, 0.1], [0.0, 0.0, -0.2], [0.0, -0.2, 0.2], [0.0, 0.1, 0.0], [0.0, 0.0, 0.1], [0.2, -0.1, 0.1], [-0.4, 0.1, -0.1], [0.0, 0.0, 0.0], [0.0, 0.0, -0.1], [0.0, 0.0, 0.0], [0.0, 0.0, 0.0], [0.1, 0.0, 0.0], [-0.1, 0.1, 0.0], [0.0, 0.0, 0.0], [0.0, 0.0, 0.0], [0.1, 0.0, 0.0], [0.1, -0.1, 0.0], [0.0, 0.0, 0.0], [-0.1, 0.0, 0.0], [0.0, 0.1, 0.0], [-0.2, 0.1, 0.0], [0.3, -0.1, -0.1], [0.0, 0.0, 0.0], [0.0, 0.0, 0.1], [0.0, 0.0, -0.1], [0.0, 0.0, 0.0], [-0.2, -0.1, 0.0], [0.1, 0.0, 0.0], [0.0, 0.0, 0.0], [0.0, -0.1, 0.0], [-0.1, 0.0, 0.1], [-0.1, 0.0, 0.0], [0.0, 0.0, -0.1], [0.0, -0.1, 0.0], [0.1, 0.1, 0.1], [-0.1, -0.2, 0.1], [0.0, 0.2, -0.1], [0.0, 0.0, 0.0], [0.1, 0.1, 0.2], [0.0, 0.0, -0.1], [0.0, -0.1, 0.0], [0.0, -0.1, 0.1], [0.0, 0.1, 0.0], [0.0, 0.0, 0.0], [0.1, 0.0, 0.0], [-0.1, 0.0, -0.1], [0.0, -0.1, 0.0], [0.0, 0.0, -0.1], [0.0, 0.0, -0.1], [0.0, 0.0, 0.0], [0.1, 0.1, 0.1], [-0.2, -0.1, -0.2], [0.0, 0.0, 0.0], [0.0, 0.0, 0.0], [0.0, 0.0, 0.0], [0.1, 0.0, 0.0], [0.1, 0.1, 0.2], [0.0, -0.1, -0.1], [0.0, 0.0, 0.0], [-0.1, 0.0, 0.0], [0.1, 0.0, 0.1], [0.0, 0.1, 0.1], [0.0, 0.0, -0.1], [-0.1, 0.0, 0.0], [0.1, -0.1, -0.1]]}